# 1
Density functional theory data (ωB97M-V/def2-TZVPD) for the ion C7H11IN with charge +1 in a non-equilibrium geometry.

Calculated values
Spin multiplicity = 1
Energy above the lowest of the compared OMol25 structures with the same formula, charge and spin = 3.487 eV
HOMO energy (spin up / spin down) = -0.455 / -0.461 Eh
Total charge = +1
Kohn-Sham gap (spin up / spin down) = 0.2760 / 0.2808 hartree

Atoms and positions in Å:
C1 -1.611 -2.166 0.743
C2 -0.936 -0.766 0.524
C3 0.123 -0.370 1.257
C4 0.656 0.980 1.178
N1 0.766 1.343 -0.336
C5 1.728 0.443 -0.994
C6 -0.444 1.401 -1.069
I1 -0.491 2.066 -3.032
C7 -1.422 0.041 -0.509
H1 -1.113 -2.778 1.585
H2 -1.654 -2.799 -0.144
H3 -2.633 -1.933 0.935
H4 0.543 -1.072 1.987
H5 -0.138 1.551 1.608
H6 1.712 1.179 1.573
H7 1.259 2.266 -0.454
H8 1.078 -0.409 -1.126
H9 1.982 0.861 -2.084
H10 2.693 0.311 -0.355
H11 -2.099 -0.147 -1.288

Cartesian forces, eV/Å:
1.55 0.26 0.61
-0.67 -1.80 -0.30
0.63 -1.81 1.08
1.42 0.57 -1.27
2.65 3.02 0.63
2.00 -0.24 -1.92
-4.63 -5.13 1.86
-0.07 -0.09 0.73
4.09 5.19 -2.31
-0.92 1.23 -1.26
0.44 0.24 -0.15
-0.84 -0.13 0.69
-0.17 0.42 -0.21
-0.04 1.46 0.28
-1.81 -0.38 -0.25
-0.86 -0.53 0.85
0.90 -1.03 -0.15
-0.44 -0.82 2.63
-1.91 0.08 -1.23
-1.30 -0.52 -0.32

# 2
Density functional theory data (ωB97M-V/def2-TZVPD) for the ion C4H9N2O2 with charge -1 in a non-equilibrium geometry.

Calculated values
Spin multiplicity = 1
Energy above the lowest of the compared OMol25 structures with the same formula, charge and spin = 5.056 eV
HOMO energy = -0.139 Eh
Total charge = -1
Kohn-Sham gap = 0.2893 hartree

Atoms and positions in Å:
C1 -0.387 -1.623 1.010
C2 0.846 -0.767 0.516
C3 0.328 0.642 -0.231
C4 1.307 0.998 -1.337
N1 -0.944 0.652 -0.797
N2 -1.989 0.848 -0.075
O1 -1.955 0.955 1.185
O2 -3.071 0.838 -0.698
H1 -1.063 -0.908 1.521
H2 -0.167 -2.339 1.790
H3 -0.767 -2.029 0.085
H4 1.358 -0.633 1.426
H5 1.324 -1.274 -0.365
H6 0.451 1.322 0.590
H7 2.120 1.680 -0.873
H8 1.841 0.030 -1.671
H9 0.768 1.606 -2.074

Cartesian forces, eV/Å:
0.53 1.83 -0.35
-2.96 -0.17 -2.31
1.52 -1.44 2.18
2.15 0.17 1.00
-0.66 -0.43 -1.16
0.13 -0.91 -0.12
0.05 0.56 0.00
-0.67 0.41 0.41
0.00 -0.50 -0.78
0.50 -0.66 -0.24
-0.90 -0.50 0.28
1.72 0.73 0.47
0.30 -0.08 1.48
-0.27 0.97 0.49
-0.95 -1.10 -0.84
-0.89 1.75 -0.28
0.40 -0.62 -0.22

# 3
Density functional theory data (ωB97M-V/def2-TZVPD) for a structure of composition C4H4CuO in a non-equilibrium geometry.

Calculated values
<S²> = 2.01
Spin multiplicity = 3
Energy above the lowest of the compared OMol25 structures with the same formula, charge and spin = 2.773 eV
HOMO energy (spin up / spin down) = -0.541 / -0.549 Eh
Total charge = +1
Kohn-Sham gap (spin up / spin down) = 0.3399 / 0.2501 hartree

Atoms and positions in Å:
O1 0.043 0.887 -1.916
C1 0.845 0.233 -1.044
C2 0.106 -0.239 0.133
C3 -0.401 -0.401 1.481
C4 -1.299 -0.364 0.295
H1 1.555 0.765 -0.245
H2 1.483 -0.579 -1.451
H3 -0.388 0.444 2.193
H4 -0.218 -1.359 2.001
Cu1 -1.728 0.612 -1.448

Cartesian forces, eV/Å:
-0.88 0.08 0.06
2.52 -0.72 3.36
-2.29 -1.26 -0.53
0.28 -0.58 0.27
0.99 1.57 -0.91
-0.38 0.73 -2.47
-0.20 0.41 0.00
-0.18 -0.22 -0.13
0.02 0.25 -0.10
0.13 -0.26 0.46

# 4
Density functional theory data (ωB97M-V/def2-TZVPD) for a cluster of 6 separate species, C18H52N4O6 in total in a non-equilibrium geometry.

Calculated values
Spin multiplicity = 1
Energy above the lowest of the compared OMol25 structures with the same formula, charge and spin = 1.231 eV
HOMO energy = -0.332 Eh
Total charge = 0
Kohn-Sham gap = 0.3556 hartree

Atoms and positions in Å:
C1 0.832 -3.418 -3.223
O1 1.288 -2.332 -4.052
C2 1.182 -1.046 -3.444
C3 1.642 0.061 -4.309
C4 1.066 1.391 -3.883
N1 1.308 -0.056 -5.781
H1 1.536 -3.635 -2.373
H2 0.856 -4.226 -3.909
H3 -0.195 -3.261 -2.851
H4 0.134 -0.887 -3.213
H5 1.748 -1.017 -2.506
H6 2.729 0.228 -4.319
H7 1.378 2.138 -4.607
H8 1.386 1.698 -2.892
H9 -0.038 1.263 -3.889
H10 1.691 -0.932 -6.075
H11 0.297 -0.087 -5.925
C5 5.369 1.006 -3.228
O2 4.274 1.306 -2.389
C6 4.311 0.751 -1.136
C7 3.250 1.400 -0.272
C8 3.405 2.929 -0.124
N2 3.416 0.860 1.105
H12 5.720 0.000 -3.033
H13 6.209 1.679 -2.958
H14 5.086 1.184 -4.262
H15 4.117 -0.323 -1.235
H16 5.332 0.923 -0.749
H17 2.217 1.245 -0.666
H18 3.539 3.450 -1.058
H19 4.230 3.144 0.540
H20 2.526 3.392 0.330
H21 2.578 0.991 1.659
H22 3.540 -0.166 1.149
C9 -2.440 -2.230 3.821
O3 -2.835 -1.924 2.491
C10 -3.996 -2.604 2.001
C11 -4.135 -2.429 0.474
C12 -4.187 -0.946 0.125
N3 -5.386 -3.126 0.173
H23 -1.412 -1.917 4.007
H24 -2.484 -3.309 3.995
H25 -3.102 -1.757 4.543
H26 -3.894 -3.658 2.334
H27 -4.817 -2.157 2.578
H28 -3.279 -2.870 -0.077
H29 -3.224 -0.506 0.301
H30 -5.005 -0.478 0.657
H31 -4.434 -0.744 -0.923
H32 -6.086 -2.599 0.709
H33 -5.715 -3.050 -0.798
C13 -1.692 4.177 -0.684
O4 -1.065 3.645 0.475
C14 -1.657 4.066 1.650
C15 -0.786 3.742 2.877
C16 -0.597 2.243 3.113
N4 -1.416 4.314 4.046
H34 -1.946 5.206 -0.450
H35 -2.573 3.612 -0.879
H36 -0.960 4.102 -1.524
H37 -1.760 5.186 1.658
H38 -2.672 3.627 1.784
H39 0.171 4.243 2.745
H40 0.245 1.966 3.800
H41 -0.336 1.833 2.129
H42 -1.497 1.823 3.511
H43 -1.636 3.700 4.818
H44 -1.118 5.227 4.337
C17 0.168 -4.902 3.349
O5 0.505 -3.556 3.138
H45 0.572 -5.481 2.548
H46 0.508 -5.261 4.334
H47 -0.927 -4.957 3.274
H48 0.089 -3.273 2.321
C18 0.079 -1.191 0.686
O6 -0.579 -2.463 0.754
H49 -0.603 -0.407 1.013
H50 0.919 -1.201 1.368
H51 0.415 -0.986 -0.360
H52 -1.377 -2.385 1.340

Cartesian forces, eV/Å:
0.78 1.14 0.26
0.11 0.16 0.56
-0.18 -1.32 0.57
0.73 1.52 -2.58
-0.85 -0.32 0.23
-0.04 0.20 1.33
-0.65 0.37 -0.62
-0.16 -1.05 -0.31
0.34 0.06 -0.04
-0.53 0.11 0.25
0.01 -0.06 0.17
-0.12 -0.65 0.28
-0.14 0.11 0.03
0.02 0.00 0.20
0.44 0.50 0.01
-0.02 -0.62 -0.45
0.29 -0.13 0.14
0.47 0.78 1.03
-0.83 0.86 -1.92
0.49 -0.03 0.29
-0.45 0.64 1.29
-0.20 -0.19 0.00
-0.17 -1.08 -0.04
-0.01 -0.51 -0.37
-0.21 -0.20 -0.27
-0.04 -0.19 0.00
0.12 -0.28 0.38
-0.36 -0.23 0.58
0.71 -0.37 -0.09
0.18 -0.05 -0.48
0.40 0.01 0.06
-0.16 -0.31 0.10
-0.08 0.41 -0.04
0.05 0.72 -0.49
-0.37 -0.37 -0.03
1.01 0.19 -0.63
1.06 -0.21 1.02
-0.17 0.16 0.02
-0.28 -0.30 -0.63
-0.78 0.25 -0.02
-0.13 0.14 -0.32
0.01 -0.09 -0.03
-0.17 0.19 0.12
-0.33 0.27 -0.61
-0.50 -0.17 -0.53
-0.46 -0.14 0.50
0.30 0.60 0.41
0.09 0.36 0.58
0.18 -0.47 -0.10
-0.02 -0.51 -0.24
0.67 0.05 0.44
1.52 -0.04 0.37
0.74 -0.34 -0.63
-0.48 0.71 0.99
-0.09 -0.23 0.75
1.61 0.31 -0.75
-0.79 0.26 0.31
-0.12 0.39 -0.47
-0.90 -0.39 -0.48
-0.71 0.12 0.62
-0.14 -0.70 -0.08
0.36 0.18 0.01
0.32 -0.18 -0.33
-0.69 0.60 -0.43
-0.30 -0.39 0.27
-0.67 -0.43 0.00
0.29 0.14 -0.25
0.12 -0.04 0.06
-0.97 0.43 0.11
0.75 0.57 0.94
0.42 -0.90 -0.37
-0.07 0.31 -0.49
0.03 -0.58 0.33
0.04 0.10 -0.59
-0.41 -0.17 -0.42
-0.67 -0.03 0.38
0.00 0.18 -0.14
0.46 0.12 0.05
-0.26 -0.25 0.84
0.60 0.32 -0.63

| no. | DFT total energy (a.u.) | molecular weight (g/mol) |
| --- | --- | --- |
| 1 | -625.354630 | 236.1 |
| 2 | -417.696825 | 117.1 |
| 3 | -1869.975130 | 131.6 |
| 4 | -1387.328259 | 420.6 |